Computed, not measured: a 2-piece molecular cluster, C5H9NO overall, with ωB97M-V/def2-TZVPD.

Values from the calculation:
Energy = -325.74091 hartree
Structure (SMILES) = C[C@H]1N/C1=C1/CO1.[H][H]
Strongest force on any atom = 0.31 eV/A
Lowest unoccupied orbital energy = 0.03981 Eh
Total charge = 0
Kohn-Sham gap = 9.5 eV
Multiplicity = 1

```
16
Properties=species:S:1:pos:R:3:forces:R:3
C -2.14047 -0.27212 -0.06847 -0.023 -0.026 -0.021
C -1.11194 0.41230 0.80259 -0.104 0.127 -0.171
N -0.49405 -0.36341 1.90471 0.004 -0.251 0.153
C 0.26383 -0.05144 0.75767 0.225 -0.127 -0.180
C 1.37007 -0.38930 0.15054 -0.231 0.140 0.122
C 2.45804 -0.34895 -0.78286 0.060 0.162 -0.243
O 2.42939 -1.22524 0.37733 0.104 -0.104 0.242
H -2.35765 0.31221 -0.96812 0.061 -0.046 0.128
H -3.07874 -0.41099 0.48099 0.114 0.066 -0.076
H -1.77032 -1.25380 -0.38413 -0.063 0.132 0.053
H -1.33366 1.44303 1.07973 0.101 -0.166 -0.040
H -0.80385 -1.33351 1.92051 -0.027 0.068 -0.016
H 0.46185 2.25187 -1.20521 0.010 -0.109 -0.119
H 0.50928 1.62998 -1.61433 -0.035 0.173 0.050
H 2.40170 -0.84763 -1.74936 -0.054 0.017 0.184
H 3.19651 0.44700 -0.70159 -0.143 -0.058 -0.068
```
Forces are in eV/Å.

These are the natural (NBO) partial charges, in e, on atoms 1 to 6: -0.63 -0.06 -0.57 0.04 0.20 -0.11